(1)
{"formula": "C2H5NS2", "method": "wB97M-V/def2-TZVPD", "symbols": ["C", "C", "N", "S", "S", "H", "H", "H", "H", "H"], "positions_angstrom": [[-0.16177, -0.19746, -0.37377], [-1.35229, -0.61027, 0.32255], [1.44687, 1.67323, -0.41468], [1.77367, -1.48738, -0.36483], [1.17956, 0.49420, 0.55635], [-0.02875, 0.23164, -1.36729], [-1.56347, -1.66181, 0.02008], [-2.20606, 0.06706, 0.26376], [-1.09091, -0.87967, 1.41080], [2.00315, 2.37046, -0.05297]], "forces_ev_per_angstrom": [[4.23, -0.46, 0.14], [-0.21, -3.23, 2.17], [-1.28, -1.28, -0.65], [-2.68, 2.03, 0.59], [-0.39, -0.30, -1.76], [-0.62, -0.21, 0.17], [-0.72, 0.86, -0.42], [0.16, -0.14, -0.16], [-0.41, 1.08, -1.27], [1.92, 1.65, 1.18]], "lowdin_charge": [-0.60, -0.18, -0.38, 0.28, 0.60, 0.06, 0.09, 0.09, 0.10, -0.06], "relative_energy_kcal_mol": 84.5, "gap_ev": [8.40, 8.40], "e_homo_ev": [-8.8, -8.8], "lumo_ev": [-0.413, -0.412], "total_charge": 0}


(2)
{"formula": "C23H26N4O5S", "method": "wB97M-V/def2-TZVPD", "symbols": ["C", "C", "C", "C", "C", "C", "N", "C", "S", "C", "C", "C", "C", "O", "N", "N", "C", "O", "C", "C", "C", "C", "N", "O", "O", "C", "C", "C", "C", "C", "C", "O", "C", "H", "H", "H", "H", "H", "H", "H", "H", "H", "H", "H", "H", "H", "H", "H", "H", "H", "H", "H", "H", "H", "H", "H", "H", "H", "H"], "positions_angstrom": [[-1.29009, 0.90233, -4.47360], [-0.91678, -0.54650, -4.18604], [0.52894, -0.66250, -3.70523], [0.96211, -2.10042, -3.42337], [0.31357, -2.70246, -2.16817], [0.85635, -2.08811, -0.91794], [2.10254, -2.26656, -0.63741], [2.57011, -1.72793, 0.50211], [4.22554, -1.84938, 0.98887], [3.87195, -0.95885, 2.44414], [2.56817, -0.59142, 2.54652], [1.80347, -1.03123, 1.43025], [0.41447, -0.81626, 1.15184], [-0.42025, -0.23960, 1.81895], [0.02010, -1.39173, -0.08438], [-1.28629, -1.09754, -0.47179], [-1.51679, 0.21084, -0.86227], [-0.61839, 0.97399, -1.11863], [-2.95638, 0.55962, -1.01941], [-3.30667, 1.90139, -0.88267], [-4.61944, 2.29805, -1.03811], [-5.57903, 1.34182, -1.34596], [-6.95735, 1.74629, -1.51459], [-7.21741, 2.92026, -1.37448], [-7.76400, 0.88357, -1.78395], [-5.24180, 0.00296, -1.50387], [-3.92803, -0.38772, -1.33722], [2.07337, 0.17937, 3.72365], [3.25756, 0.87430, 4.42280], [2.85485, 1.31984, 5.82791], [3.71969, 2.08180, 3.59955], [4.31829, -0.06487, 4.62469], [4.90106, -0.59442, 3.46049], [-0.66737, 1.30556, -5.26857], [-2.33162, 0.97941, -4.77880], [-1.14319, 1.50943, -3.58360], [-1.59785, -0.93905, -3.42726], [-1.04784, -1.14631, -5.09020], [0.66050, -0.05311, -2.80981], [1.18230, -0.25081, -4.47729], [0.70635, -2.72794, -4.27957], [2.04358, -2.13461, -3.28698], [-0.76884, -2.59445, -2.20791], [0.56201, -3.76542, -2.13499], [-1.99192, -1.52937, 0.11611], [-2.53311, 2.61733, -0.65229], [-4.91523, 3.33036, -0.93099], [-6.01359, -0.70841, -1.75558], [-3.66057, -1.42355, -1.48005], [1.32541, 0.90631, 3.40606], [1.59025, -0.51010, 4.42175], [1.97085, 1.94914, 5.78373], [3.66837, 1.87340, 6.28802], [2.64495, 0.44771, 6.44061], [3.86436, 1.81529, 2.55517], [4.65547, 2.46526, 4.00009], [2.97003, 2.86631, 3.65200], [5.46075, -1.47713, 3.78667], [5.62255, 0.11582, 3.02099]], "forces_ev_per_angstrom": [[-0.09, -0.21, 0.03], [0.23, 0.28, 0.07], [-0.13, -0.31, -0.10], [-0.04, 0.18, 0.10], [-0.06, -0.03, -0.36], [0.04, -0.18, -0.11], [0.12, -0.33, -0.60], [-0.34, 0.45, 0.68], [-0.37, 0.18, 0.19], [-0.34, -0.04, -0.17], [0.41, -0.09, 0.12], [0.44, -0.32, -0.43], [-0.08, -0.02, 0.03], [0.01, 0.10, 0.19], [-0.45, 0.22, 0.04], [0.28, -0.44, 0.10], [0.15, -0.02, -0.08], [-0.06, 0.09, 0.11], [-0.26, 0.19, -0.06], [0.09, -0.23, -0.01], [-0.30, -0.01, -0.06], [1.25, -0.43, 0.13], [-0.47, 0.12, -0.06], [-0.10, 0.30, 0.03], [-0.24, -0.18, -0.07], [-0.37, 0.19, -0.01], [0.19, 0.19, 0.09], [0.27, 0.04, 0.20], [-0.49, 0.37, 0.10], [0.22, -0.21, -0.36], [0.06, -0.34, 0.16], [-0.08, -0.02, 0.13], [0.37, -0.03, -0.10], [0.05, 0.09, -0.10], [-0.09, 0.09, -0.06], [0.01, 0.12, 0.07], [-0.06, -0.13, 0.00], [-0.05, -0.10, 0.03], [0.07, 0.09, 0.00], [0.04, 0.08, 0.00], [0.06, -0.06, -0.02], [0.02, -0.10, -0.05], [0.07, -0.11, -0.02], [-0.06, 0.03, 0.10], [0.21, 0.14, -0.01], [0.05, 0.06, 0.01], [0.00, 0.02, 0.01], [0.00, -0.01, -0.01], [0.02, -0.10, -0.03], [0.00, 0.02, 0.08], [-0.06, 0.08, 0.04], [-0.11, 0.09, 0.00], [0.08, 0.10, 0.07], [-0.07, -0.09, 0.07], [0.03, 0.03, -0.13], [0.09, 0.07, 0.04], [-0.08, 0.09, -0.02], [-0.01, 0.11, -0.08], [-0.07, -0.08, 0.09]], "lowdin_charge": [-0.10, -0.26, -0.21, -0.19, -0.11, -0.26, 0.13, -0.51, 1.13, -0.44, -0.19, -0.10, -0.34, 0.09, 0.07, 0.12, -0.42, 0.11, -0.12, 0.02, 0.03, -0.14, -0.36, 0.09, 0.09, 0.02, -0.01, -0.05, -0.56, -0.02, -0.01, -0.08, -0.20, 0.07, 0.07, 0.06, 0.08, 0.11, 0.10, 0.12, 0.11, 0.11, 0.10, 0.13, 0.16, 0.13, 0.12, 0.12, 0.12, 0.13, 0.14, 0.09, 0.09, 0.09, 0.09, 0.09, 0.09, 0.13, 0.13], "relative_energy_kcal_mol": 102.1, "gap_ev": 7.24, "e_homo_ev": -8.3, "lumo_ev": -1.083, "total_charge": 0}


(3)
{"formula": "C3H4N2S3", "method": "wB97M-V/def2-TZVPD", "symbols": ["C", "C", "C", "N", "N", "S", "S", "S", "H", "H", "H", "H"], "positions_angstrom": [[-1.70222, 1.03924, -0.10283], [-1.03671, -1.67808, -0.08500], [1.72605, -0.14409, 0.21429], [-0.36578, 1.10373, 0.12453], [0.40251, 0.20432, 0.60571], [-2.73587, 2.28098, -0.36528], [-0.25680, -3.02539, -0.19893], [-2.32750, -0.68997, 0.09806], [2.44888, 0.43444, 0.82578], [1.85098, -1.21333, 0.30400], [1.95291, 0.00968, -0.79631], [0.04357, 1.67845, -0.62403]], "forces_ev_per_angstrom": [[-0.51, -0.52, 0.95], [0.55, 0.76, 0.28], [-0.02, 1.23, 0.59], [1.04, 2.34, -3.17], [-0.94, -3.48, 2.59], [0.45, -0.60, -0.03], [-0.20, 0.04, 0.01], [-0.41, -0.11, -0.18], [-0.21, -0.59, -0.16], [-0.05, -0.36, 0.72], [0.29, 0.80, -1.93], [-0.01, 0.49, 0.34]], "lowdin_charge": [-1.09, -1.12, -0.12, -0.14, -0.10, 0.62, 0.70, 0.90, 0.10, 0.04, 0.06, 0.16], "relative_energy_kcal_mol": 95.0, "gap_ev": [6.18, 7.18], "e_homo_ev": [-7.3, -8.0], "lumo_ev": [-1.109, -0.793], "total_charge": 0}


(4)
{"formula": "C20H25NOP", "method": "wB97M-V/def2-TZVPD", "symbols": ["C", "P", "C", "C", "O", "C", "C", "C", "C", "C", "N", "H", "H", "H", "H", "H", "H", "H", "H", "H", "H", "H", "H", "H", "C", "C", "C", "C", "C", "C", "H", "H", "H", "H", "H", "H", "C", "C", "C", "C", "C", "C", "H", "H", "H", "H", "H", "H"], "positions_angstrom": [[-1.81477, -3.72375, 2.51085], [-1.65222, -2.32641, 1.21006], [-3.28880, -1.35495, 1.21513], [-3.66839, -1.04309, 2.75510], [-4.57466, 0.09102, 2.80129], [-0.19083, -1.26050, 1.83947], [1.14837, -2.01628, 1.92699], [2.36738, -1.18115, 2.49007], [1.93663, 0.27857, 2.84653], [0.51213, 0.88543, 2.64764], [-0.54216, 0.08100, 2.13881], [-2.79835, -4.29453, 2.42484], [-1.82243, -3.17393, 3.52933], [-0.88360, -4.37808, 2.44262], [-1.35173, -2.86535, -0.08413], [-3.25884, -0.43424, 0.53809], [-4.09053, -2.06592, 0.79170], [-4.13282, -1.99696, 3.18935], [-2.71806, -0.76644, 3.35215], [-4.03057, 0.87244, 2.54283], [1.25368, -3.11569, 1.63923], [3.40888, -1.60556, 2.64694], [2.74232, 0.97328, 3.28412], [0.27771, 1.97500, 2.93603], [2.20870, 5.02142, -1.32741], [1.09264, 4.19676, -1.23194], [1.16914, 3.00004, -0.52625], [2.36053, 2.63110, 0.09325], [3.47564, 3.45922, -0.00009], [3.40128, 4.65154, -0.71335], [2.14959, 5.95278, -1.88044], [0.16197, 4.48663, -1.70868], [0.29946, 2.35407, -0.45766], [2.41268, 1.69975, 0.64681], [4.40456, 3.17393, 0.48335], [4.27235, 5.29316, -0.78988], [0.47078, -1.23961, -5.14709], [-0.83443, -1.62673, -4.85944], [-1.32398, -1.51466, -3.56212], [-0.51025, -1.00576, -2.55372], [0.79389, -0.61512, -2.84201], [1.28607, -0.73590, -4.13751], [0.85320, -1.33027, -6.15812], [-1.47041, -2.01687, -5.64714], [-2.33982, -1.82278, -3.33673], [-0.89359, -0.91341, -1.54196], [1.42751, -0.21671, -2.05568], [2.30416, -0.43650, -4.36119]], "forces_ev_per_angstrom": [[0.06, 0.75, 0.28], [-0.25, 0.54, 1.61], [-0.28, -0.72, 0.02], [0.73, 0.55, -0.21], [1.37, -0.89, -0.32], [1.86, -0.39, -0.06], [0.33, 3.99, 1.47], [-5.47, 1.99, -0.57], [-0.67, -1.47, -0.72], [1.37, -3.49, -0.46], [3.94, -1.16, 0.67], [1.49, 0.65, -0.17], [0.13, -0.88, -1.68], [-1.44, 0.75, 0.11], [-0.14, 0.26, 0.70], [0.25, -1.23, 1.12], [1.28, 1.02, 0.47], [0.34, 1.75, -0.47], [-1.40, -0.63, -0.91], [-0.66, -0.76, 0.36], [-0.25, 1.80, 0.39], [-1.62, 0.76, -0.26], [-1.44, -1.19, -0.78], [0.47, -2.02, -0.60], [0.02, -0.08, 0.05], [0.01, -0.03, 0.01], [0.10, 0.04, 0.05], [-0.06, 0.17, -0.12], [-0.04, -0.03, 0.00], [-0.07, -0.06, 0.02], [0.00, -0.09, 0.05], [0.09, -0.03, 0.03], [0.03, 0.04, -0.02], [0.06, 0.07, -0.10], [-0.07, 0.03, -0.06], [-0.07, -0.06, 0.01], [-0.03, 0.02, 0.12], [0.04, 0.00, 0.03], [0.06, 0.01, 0.06], [0.08, -0.10, -0.23], [0.00, -0.03, 0.06], [-0.10, -0.03, 0.00], [-0.04, 0.01, 0.10], [0.06, 0.04, 0.08], [0.05, 0.04, -0.06], [0.01, 0.10, -0.02], [-0.04, 0.00, -0.08], [-0.09, -0.01, 0.03]], "lowdin_charge": [-0.20, 1.04, -0.27, -0.29, -0.08, -0.38, -0.03, 0.01, -0.03, -0.07, 0.01, 0.08, 0.08, 0.06, 0.04, 0.11, 0.11, 0.13, 0.11, 0.11, 0.10, 0.11, 0.11, 0.13, -0.08, -0.09, -0.11, -0.11, -0.09, -0.09, 0.11, 0.10, 0.09, 0.06, 0.10, 0.11, -0.08, -0.09, -0.10, -0.12, -0.10, -0.08, 0.11, 0.11, 0.10, 0.06, 0.09, 0.11], "gap_ev": 7.64, "e_homo_ev": -11.4, "lumo_ev": -3.781, "total_charge": 1}